{
  "formula": "C19H28N9STc",
  "method": "ωB97M-V/def2-TZVPD",
  "symbols": ["Tc", "C", "C", "N", "N", "C", "N", "S", "C", "C", "C", "C", "C", "N", "H", "H", "H", "H", "H", "H", "H", "H", "H", "N", "C", "C", "N", "C", "C", "N", "H", "H", "H", "H", "H", "H", "H", "H", "H", "H", "H", "H", "H", "N", "C", "N", "C", "C", "C", "C", "C", "C", "H", "H", "H", "H", "H", "H"],
  "xyz": [[-0.797, 0.549, -0.088], [-0.300, -3.223, 2.201], [-0.531, -2.170, 1.182], [-0.763, -0.922, 1.451], [-0.799, -0.601, 2.779], [-1.339, 0.546, 3.026], [-1.486, 0.989, 4.272], [-1.926, 1.554, 1.704], [-0.589, -2.470, -0.242], [-0.594, -3.753, -0.763], [-0.745, -3.932, -2.129], [-0.906, -2.814, -2.935], [-0.892, -1.564, -2.349], [-0.712, -1.380, -1.030], [0.026, -2.787, 3.139], [0.440, -3.939, 1.845], [-1.232, -3.766, 2.388], [-1.291, 0.367, 5.043], [-1.966, 1.852, 4.471], [-0.501, -4.603, -0.101], [-0.753, -4.927, -2.555], [-1.044, -2.902, -4.004], [-1.033, -0.676, -2.956], [-2.819, 0.366, -0.914], [-3.079, 1.450, -1.900], [-2.587, 2.749, -1.307], [-1.158, 2.630, -0.853], [-0.160, 3.109, -1.854], [0.246, 1.937, -2.708], [0.624, 0.851, -1.759], [-3.047, -0.535, -1.330], [-3.463, 0.476, -0.131], [-4.142, 1.520, -2.133], [-2.559, 1.204, -2.826], [-3.188, 3.014, -0.437], [-2.681, 3.562, -2.027], [-1.073, 3.247, -0.049], [0.703, 3.493, -1.308], [-0.573, 3.925, -2.445], [1.085, 2.185, -3.356], [-0.572, 1.589, -3.339], [1.508, 1.108, -1.321], [0.835, -0.003, -2.271], [2.525, 1.836, 2.306], [1.311, 1.943, 1.777], [1.053, 0.967, 0.913], [2.208, 0.160, 0.894], [2.524, -0.997, 0.179], [3.772, -1.551, 0.384], [4.696, -0.983, 1.276], [4.399, 0.159, 1.987], [3.141, 0.712, 1.772], [2.924, 2.477, 2.978], [0.624, 2.732, 2.042], [1.832, -1.461, -0.511], [4.053, -2.446, -0.156], [5.662, -1.452, 1.402], [5.109, 0.599, 2.675]],
  "mulliken_charge": [0.06, -1.77, 1.29, 1.41, -1.48, 0.52, -0.38, -0.28, -0.25, -0.77, -0.85, -1.08, -0.27, 1.08, 0.42, 0.50, 0.38, 0.26, 0.22, 0.53, 0.48, 0.52, 0.32, -0.37, -0.40, -0.78, -0.10, -0.85, -0.61, -0.37, 0.29, 0.36, 0.53, 0.16, 0.39, 0.46, 0.40, 0.43, 0.43, 0.49, 0.25, 0.30, 0.37, -0.03, -1.14, 0.94, 0.56, -0.11, -1.10, -0.71, -1.01, 0.73, 0.29, 0.59, 0.34, 0.48, 0.45, 0.48],
  "total_charge": 3,
  "spin_multiplicity": 2,
  "gap_ha": [0.2703, 0.2223],
  "s_squared": 0.76,
  "e_tot_ha": -1711.77791
}

---

{
  "formula": "C19H28O17P",
  "method": "ωB97M-V/def2-TZVPD",
  "symbols": ["C", "C", "C", "C", "O", "P", "O", "H", "H", "H", "H", "H", "H", "H", "H", "C", "C", "O", "C", "O", "O", "H", "H", "H", "H", "C", "C", "O", "C", "O", "O", "H", "H", "H", "H", "C", "C", "O", "C", "O", "O", "H", "H", "H", "H", "C", "C", "O", "C", "O", "O", "H", "H", "H", "H", "C", "C", "O", "C", "O", "O", "H", "H", "H", "H"],
  "xyz": [[-5.011, 7.074, -1.640], [-4.225, 5.886, -1.744], [-3.585, 4.343, -1.823], [-4.946, 3.380, -1.950], [-5.555, 3.901, -3.218], [-4.196, 3.931, -4.355], [-2.927, 4.096, -3.141], [-5.946, 7.815, -1.612], [-2.837, 4.064, -0.937], [-5.523, 3.718, -0.962], [-4.804, 2.219, -1.877], [-5.243, 3.868, -5.363], [-4.232, 2.470, -4.249], [-3.281, 3.849, -5.489], [-4.234, 5.377, -4.596], [-0.471, 1.547, -3.249], [-0.185, 2.881, -3.858], [1.206, 3.042, -3.653], [1.734, 1.791, -3.515], [2.928, 1.546, -3.492], [0.751, 0.850, -3.406], [-1.285, 1.023, -3.757], [-0.703, 1.616, -2.181], [-0.388, 2.902, -4.934], [-0.744, 3.688, -3.376], [-3.729, 8.323, 3.182], [-4.045, 8.191, 1.728], [-3.843, 6.814, 1.475], [-3.989, 6.166, 2.667], [-4.047, 4.953, 2.790], [-4.061, 7.050, 3.704], [-4.318, 9.107, 3.667], [-2.666, 8.514, 3.364], [-5.087, 8.443, 1.502], [-3.388, 8.801, 1.102], [4.213, 0.219, -0.910], [5.354, 0.954, -0.284], [5.272, 0.584, 1.079], [4.608, -0.608, 1.127], [4.507, -1.299, 2.127], [4.074, -0.925, -0.088], [4.420, -0.069, -1.944], [3.280, 0.792, -0.879], [6.324, 0.634, -0.679], [5.264, 2.038, -0.399], [3.747, -4.592, 2.613], [3.431, -4.724, 1.159], [3.633, -6.102, 0.906], [3.487, -6.750, 2.099], [3.428, -7.962, 2.221], [3.415, -5.865, 3.136], [3.158, -3.809, 3.098], [4.810, -4.401, 2.795], [2.389, -4.472, 0.933], [4.088, -4.114, 0.533], [2.185, -10.590, 4.120], [1.869, -10.722, 2.665], [2.071, -12.100, 2.412], [1.926, -12.748, 3.605], [1.867, -13.960, 3.727], [1.854, -11.863, 4.642], [1.596, -9.807, 4.604], [3.248, -10.399, 4.301], [0.828, -10.470, 2.439], [2.526, -10.112, 2.039]],
  "mulliken_charge": [-0.66, -0.08, 0.28, -0.52, -0.43, -0.35, -0.29, 0.30, 0.29, 0.30, 0.28, 0.02, -0.05, 0.02, -0.03, -0.23, 0.08, -0.31, 0.60, -0.58, -0.32, 0.27, 0.24, 0.15, 0.07, -0.30, -0.36, -0.18, 0.59, -0.55, -0.33, 0.29, 0.25, 0.26, 0.30, -0.13, -0.33, -0.32, 0.59, -0.54, -0.27, 0.32, 0.13, 0.25, 0.29, -0.18, -0.19, -0.31, 0.54, -0.55, -0.30, 0.28, 0.26, 0.24, 0.18, -0.23, -0.16, -0.33, 0.63, -0.56, -0.33, 0.30, 0.24, 0.23, 0.22],
  "total_charge": -1,
  "gap_ha": 0.2303,
  "e_tot_ha": -2361.04407
}

---

{
  "formula": "C19H29BClFINO12P2",
  "method": "ωB97M-V/def2-TZVPD",
  "symbols": ["C", "O", "C", "C", "F", "N", "P", "C", "C", "C", "C", "C", "C", "C", "C", "C", "C", "I", "P", "O", "O", "C", "C", "C", "O", "O", "C", "C", "O", "B", "O", "O", "C", "H", "H", "H", "H", "H", "H", "H", "H", "H", "H", "H", "H", "H", "H", "H", "H", "H", "H", "H", "H", "H", "H", "H", "H", "H", "H", "H", "H", "H", "O", "Cl", "O", "O", "O"],
  "xyz": [[-0.699, -3.685, 1.445], [-0.574, -2.278, 1.139], [0.567, -2.133, 0.292], [0.611, -0.767, -0.375], [1.857, -0.718, -0.944], [0.635, 0.367, 0.683], [2.351, 0.536, 1.324], [2.337, -0.395, 2.948], [3.005, 2.196, 1.702], [-0.137, 1.570, 0.191], [-0.128, 2.760, 1.141], [-0.838, 2.576, 2.331], [-0.912, 3.580, 3.264], [-0.266, 4.796, 3.091], [0.439, 4.982, 1.916], [0.492, 3.977, 0.973], [-0.024, 1.843, -1.341], [-1.574, 3.357, -1.783], [1.539, 2.562, -2.018], [2.806, 2.034, -1.462], [-0.392, 0.752, -2.137], [-0.366, -0.560, -1.524], [-1.875, -0.918, -1.131], [-2.909, -0.007, -1.774], [-3.092, 0.190, -2.935], [-3.786, 0.658, -0.842], [-4.705, -0.228, -0.355], [-5.675, 0.258, 0.719], [-4.801, -1.363, -0.766], [-0.064, -1.585, -2.758], [-0.854, -1.506, -3.890], [0.923, -2.508, -2.692], [1.995, -2.134, -3.573], [-1.326, -4.149, 0.673], [0.277, -4.193, 1.420], [-1.094, -3.827, 2.456], [1.472, -2.253, 0.915], [0.600, -2.962, -0.432], [0.076, -0.026, 1.455], [2.853, -1.339, 2.743], [1.310, -0.627, 3.275], [2.879, 0.142, 3.733], [2.937, 2.965, 0.934], [2.541, 2.620, 2.613], [4.070, 2.079, 1.951], [-1.190, 1.246, 0.276], [-1.381, 1.649, 2.530], [-1.487, 3.445, 4.179], [-0.287, 5.591, 3.831], [0.973, 5.914, 1.740], [1.089, 4.169, 0.084], [1.555, 3.982, -1.968], [1.491, 2.255, -3.405], [-2.082, -1.983, -1.288], [-1.945, -0.756, -0.044], [-6.263, -0.610, 1.034], [-6.396, 0.973, 0.304], [-5.156, 0.643, 1.603], [-0.763, -0.652, -4.331], [1.758, -2.382, -4.617], [2.158, -1.034, -3.567], [2.932, -2.582, -3.255], [3.006, -4.244, -1.987], [2.508, -5.310, -1.145], [1.871, -6.312, -1.955], [1.532, -4.751, -0.211], [3.594, -5.892, -0.403]],
  "mulliken_charge": [-0.86, -0.31, -1.96, 1.26, -0.50, 0.01, 0.46, -1.07, -1.13, -0.07, 0.53, -0.61, -0.86, -0.56, -1.01, 0.24, -0.50, 0.13, 0.34, -0.62, 0.00, 0.06, -1.28, -0.09, -0.47, -0.24, 0.80, -1.15, -0.50, 1.26, -0.56, -0.24, -0.77, 0.29, 0.41, 0.29, 0.63, 0.74, 0.92, 0.34, 0.29, 0.48, 0.31, 0.36, 0.48, 0.38, 0.42, 0.40, 0.44, 0.43, 0.04, 0.18, 0.11, 0.94, 0.45, 0.34, 0.31, 0.30, 0.31, 0.32, 0.21, 0.29, -0.72, 1.70, -0.70, -0.71, -0.69],
  "gap_ha": 0.2614,
  "e_tot_ha": -3264.01472
}

---

{
  "formula": "C19H29BO9",
  "method": "ωB97M-V/def2-TZVPD",
  "symbols": ["C", "C", "C", "C", "C", "C", "C", "B", "O", "O", "C", "O", "C", "O", "C", "C", "C", "O", "C", "C", "C", "O", "H", "H", "H", "H", "H", "H", "H", "H", "H", "H", "H", "H", "H", "H", "H", "H", "H", "H", "H", "H", "H", "C", "C", "O", "C", "O", "O", "C", "H", "H", "H", "H", "H", "H", "H", "H"],
  "xyz": [[1.968, 0.340, 1.580], [2.036, -0.218, 0.395], [1.701, -1.022, -0.982], [1.588, -0.051, -2.274], [0.458, 1.096, -2.166], [-0.838, 0.893, -3.103], [-1.162, 2.437, -3.588], [-1.699, 3.400, -2.388], [-3.035, 3.278, -1.810], [-0.831, 4.428, -1.798], [-0.717, 0.138, -4.522], [-0.878, -1.276, -4.101], [-1.444, -1.430, -2.760], [-1.370, -2.453, -1.992], [-2.104, 0.025, -2.520], [-2.439, 0.234, -0.934], [-3.136, 0.600, 0.136], [-3.179, 0.496, -3.363], [-4.034, -0.574, -3.855], [-4.877, -1.351, -2.692], [-4.457, -2.940, -2.569], [-6.296, -1.378, -3.128], [1.955, 0.684, 2.680], [0.825, -1.756, -0.854], [2.645, -1.687, -1.167], [2.621, 0.492, -2.351], [1.521, -0.731, -3.198], [0.992, 2.117, -2.357], [0.140, 1.143, -1.042], [-1.895, 2.436, -4.476], [-0.166, 2.892, -3.999], [-3.113, 3.873, -1.013], [0.099, 4.101, -1.957], [-1.415, 0.458, -5.380], [0.351, 0.412, -4.877], [-3.820, 0.893, 1.026], [-4.846, -0.056, -4.517], [-3.494, -1.310, -4.587], [-4.882, -0.810, -1.680], [-4.003, -3.066, -1.508], [-3.726, -3.208, -3.418], [-5.403, -3.625, -2.576], [-6.316, -2.063, -3.837], [4.033, -1.351, 8.736], [4.088, -2.037, 7.383], [3.674, -1.148, 6.338], [4.586, -0.234, 5.954], [5.704, -0.114, 6.402], [4.029, 0.538, 5.001], [4.860, 1.613, 4.573], [3.042, -0.923, 8.910], [4.261, -2.058, 9.537], [4.749, -0.528, 8.791], [3.389, -2.878, 7.375], [5.082, -2.442, 7.174], [5.845, 1.257, 4.262], [4.952, 2.353, 5.373], [4.381, 2.089, 3.715]],
  "mulliken_charge": [-0.23, -0.36, -0.32, -0.84, -0.27, 1.14, -1.62, 0.82, -0.53, -0.63, -0.84, -0.41, 0.41, -0.61, 1.69, -0.59, -0.84, -0.33, -0.62, 0.59, -1.08, -0.60, 0.34, 0.18, 0.35, 0.41, 0.33, 0.24, 0.13, 0.16, 0.37, 0.28, 0.34, 0.28, 0.40, 0.35, 0.34, 0.28, 0.09, 0.20, 0.22, 0.44, 0.34, -1.09, -0.18, -0.35, 0.72, -0.55, -0.27, -0.67, 0.29, 0.35, 0.31, 0.29, 0.31, 0.32, 0.31, 0.20],
  "gap_ha": 0.3656,
  "smiles": "C#CCCC[C@@]1(CB(O)O)COC(=O)[C@]1(C#C)OC[C@H](C)O.CCOC(=O)OC",
  "e_tot_ha": -1443.11719
}